36
Properties=species:S:1:pos:R:3:forces:R:3:nbo_charge:R:1 method="wB97M-V/def2-TZVPD" e_homo_ev=-11.7 orbital_gap_ev=8.323 total_charge=+1 relative_energy_kcal_mol=265.0 total_energy_ev=-55111.135 largest_force_ha_per_bohr=0.3360
Cl 4.061 2.148 0.467 -0.08 -0.57 -0.34 0.04
C 3.600 0.697 -0.381 -2.02 -1.70 0.46 0.01
C 4.065 0.448 -1.668 -3.82 -3.47 2.74 -0.25
C 3.501 -0.828 -2.276 -1.80 -0.91 2.08 -0.15
C 2.544 -1.779 -1.762 2.72 8.55 5.97 -0.18
C 1.997 -1.361 -0.293 4.60 3.36 -4.09 -0.03
C 2.435 -0.240 0.434 6.11 -1.92 -12.14 -0.20
Cl 1.961 0.339 1.737 -2.62 2.84 7.97 0.23
C 0.988 -2.110 0.269 0.23 -2.35 3.89 -0.29
N -0.167 -1.415 0.553 -4.74 7.09 -0.74 -0.68
H -0.686 -0.857 -0.339 1.49 -1.88 0.90 0.40
C -1.394 -1.963 1.186 11.91 -11.88 3.94 -0.20
C -2.484 -1.325 1.263 -7.80 11.14 2.81 -0.53
C -3.200 -0.853 0.085 -2.85 -4.63 -3.04 -0.53
H -3.575 -1.905 -0.491 0.33 2.36 1.57 0.22
H -4.150 -0.315 0.296 1.00 0.10 -0.45 0.28
S -2.168 -0.395 -1.271 -0.28 3.85 -0.28 0.37
C -1.823 1.308 -0.543 0.70 5.16 -3.11 0.25
N -0.867 1.470 0.357 -0.94 -2.82 2.40 -0.52
C -0.694 2.605 1.033 -0.39 1.32 -5.01 0.08
C -1.197 3.727 0.269 6.89 4.68 10.08 -0.20
C -2.104 3.690 -0.587 -2.71 -4.22 -5.36 0.01
N -2.308 2.519 -1.170 -2.17 -5.63 0.41 -0.37
H -2.483 4.493 -1.081 -1.20 2.33 -1.24 0.22
H -0.895 4.867 0.519 -0.36 -2.86 0.19 0.23
H 0.075 2.578 1.765 0.30 0.54 0.66 0.22
H -2.189 -0.364 1.785 0.07 0.28 -0.52 0.22
H -3.189 -1.420 2.036 -0.97 -2.02 1.01 0.30
H -1.621 -3.014 0.864 0.95 0.51 -0.84 0.23
H -0.906 -2.360 2.360 -1.69 1.40 -2.99 0.22
H 0.046 -0.373 1.003 -0.60 -2.97 -0.69 0.49
H 1.392 -2.461 1.217 -0.05 -0.24 0.75 0.22
H 0.856 -2.989 -0.202 -1.18 -2.94 -2.09 0.23
H 2.140 -2.626 -2.114 -0.97 -2.80 -1.85 0.21
H 3.775 -1.130 -3.224 1.11 0.01 -2.03 0.22
H 4.666 1.194 -2.098 0.86 0.29 -1.03 0.25

---

41
Properties=species:S:1:pos:R:3:forces:R:3:nbo_charge:R:1 method="wB97M-V/def2-TZVPD" e_homo_ev="-11.6 / -11.6" orbital_gap_ev="6.744 / 6.743" total_charge=+1 relative_energy_kcal_mol=28.9 total_energy_ev=-89984.922 largest_force_ha_per_bohr=0.0426
Pd 0.107 -1.206 0.956 0.00 -2.12 0.56 1.01
C 4.639 -0.196 -0.178 0.09 -0.07 0.46 -0.41
N 3.704 -0.272 -1.290 -0.18 -0.13 0.24 -0.38
C 4.161 0.016 -2.631 -0.08 0.11 -0.54 -0.42
C 2.446 -0.593 -0.991 0.01 0.20 -0.24 0.67
O 2.147 -0.927 0.164 -0.38 0.20 0.06 -0.71
C 1.403 -0.527 -2.113 -0.07 -0.10 0.08 -0.15
O 0.068 -0.464 -1.634 0.25 0.17 -0.01 -0.53
C -0.587 0.789 -1.706 -0.13 -0.10 0.07 -0.16
C -0.613 1.493 -0.341 -0.06 -0.05 -0.17 0.66
O 0.016 1.008 0.608 -0.14 -0.10 0.26 -0.72
N -1.342 2.592 -0.184 0.06 -0.13 0.12 -0.38
C -1.462 3.164 1.146 0.06 0.01 0.42 -0.42
C -1.971 3.360 -1.232 -0.12 0.22 -0.25 -0.41
H 5.627 0.078 -0.533 -0.05 0.00 -0.10 0.22
H 4.695 -1.149 0.349 0.03 0.02 -0.05 0.23
H 4.288 0.555 0.532 0.09 -0.03 0.03 0.22
H 5.235 0.182 -2.620 -0.06 -0.04 0.05 0.24
H 3.690 0.916 -3.030 0.05 0.05 -0.03 0.21
H 3.957 -0.812 -3.312 0.02 0.00 0.01 0.21
H 1.478 -1.450 -2.704 0.09 0.21 0.02 0.23
H 1.620 0.328 -2.760 -0.05 -0.12 -0.04 0.20
H -1.623 0.572 -1.996 0.20 0.14 -0.09 0.23
H -0.118 1.434 -2.460 -0.15 -0.08 0.07 0.21
H -1.077 2.456 1.878 -0.07 0.15 -0.10 0.25
H -2.513 3.365 1.355 0.01 0.04 -0.05 0.21
H -0.898 4.094 1.218 -0.01 0.02 -0.01 0.21
H -1.963 2.846 -2.187 0.03 -0.05 -0.01 0.21
H -1.453 4.317 -1.340 -0.06 -0.04 -0.07 0.22
H -3.008 3.565 -0.956 0.05 -0.04 -0.06 0.22
Cl -1.395 -3.585 -0.245 -0.06 -0.26 -0.30 0.06
C -2.098 -3.134 1.267 0.70 0.63 0.16 -0.10
C -1.386 -2.124 1.896 -0.79 1.13 -0.22 -0.14
C -1.871 -1.597 3.086 0.53 -0.07 -0.70 -0.09
Cl -0.876 -0.310 3.678 -0.24 0.18 0.45 0.06
C -3.053 -2.052 3.655 0.05 -0.23 -0.16 -0.08
Cl -3.678 -1.351 5.085 0.15 0.06 0.00 0.09
C -3.738 -3.099 3.012 0.21 0.05 -0.12 -0.07
Cl -5.182 -3.696 3.700 -0.10 -0.06 0.04 0.10
C -3.262 -3.658 1.813 0.00 0.16 0.30 -0.08
Cl -4.113 -4.929 1.042 0.15 0.08 -0.08 0.09

---

35
Properties=species:S:1:pos:R:3:forces:R:3:nbo_charge:R:1 method="wB97M-V/def2-TZVPD" e_homo_ev=-9.2 orbital_gap_ev=9.698 relative_energy_kcal_mol=0.0 total_energy_ev=-34934.446 largest_force_ha_per_bohr=0.0109 smiles="O=C(O)[C@@H]1CCCC[C@H]1C(=O)Nc1ccccc1Cl"
O -4.274 -1.370 0.487 -0.18 -0.07 -0.03 -0.59
C -3.093 -1.443 0.284 0.33 0.35 0.26 0.80
O -2.550 -2.503 -0.291 0.17 -0.48 -0.24 -0.69
H -1.558 -2.452 -0.361 -0.29 0.21 0.10 0.51
C -2.115 -0.318 0.683 -0.29 -0.06 0.16 -0.33
C -2.902 0.894 1.189 -0.20 -0.13 -0.08 -0.40
C -3.461 1.686 0.013 0.02 0.03 0.12 -0.41
C -2.337 2.264 -0.859 0.07 0.02 0.07 -0.40
C -0.995 1.574 -0.591 -0.16 -0.04 -0.22 -0.41
H -0.310 1.822 -1.406 0.09 0.02 0.08 0.22
H -0.579 1.957 0.344 0.11 0.01 0.02 0.20
C -1.182 0.061 -0.502 0.21 0.06 0.03 -0.31
C 0.099 -0.757 -0.374 -0.41 0.23 -0.17 0.72
O 0.045 -1.981 -0.388 0.13 -0.25 0.00 -0.65
N 1.245 -0.065 -0.220 0.07 0.51 0.01 -0.62
C 2.549 -0.539 -0.069 0.32 -0.13 0.06 0.20
C 2.895 -1.886 -0.124 -0.12 -0.12 -0.03 -0.25
C 4.213 -2.276 0.030 0.05 0.11 0.01 -0.18
C 5.207 -1.336 0.242 0.02 0.01 0.01 -0.22
C 4.881 0.009 0.299 -0.03 -0.03 -0.01 -0.21
C 3.565 0.399 0.145 0.03 -0.13 0.00 -0.08
Cl 3.173 2.094 0.217 0.02 0.06 0.01 0.00
H 5.644 0.753 0.463 0.02 0.09 0.01 0.23
H 6.234 -1.642 0.363 0.10 -0.02 0.01 0.22
H 4.461 -3.325 -0.016 0.01 -0.10 0.00 0.22
H 2.123 -2.618 -0.288 0.00 0.01 0.00 0.26
H 1.190 0.947 -0.185 -0.24 -0.25 -0.07 0.43
H -1.657 -0.271 -1.435 0.14 -0.02 0.06 0.24
H -2.218 3.332 -0.669 0.00 0.01 -0.07 0.21
H -2.596 2.150 -1.913 0.04 0.06 -0.04 0.21
H -4.089 1.015 -0.573 -0.08 0.03 0.01 0.22
H -4.099 2.489 0.382 -0.07 -0.03 -0.05 0.22
H -2.272 1.529 1.813 0.05 -0.01 0.04 0.20
H -3.727 0.529 1.801 0.11 0.04 0.04 0.25
H -1.511 -0.722 1.507 -0.02 0.01 -0.10 0.23